Record 1
This record from the OMol25 dataset describes C6H10O in the gas phase in a non-equilibrium geometry. The level of theory is the ωB97M-V functional and the def2-TZVPD basis.

Output
SMILES: C/C=C/C=C(/C)O
HOMO energy, eV: -8.181
Energy, hartree: -309.74356
Frontier orbital gap, eV: 8.9692
LUMO energy, eV: 0.79
Energy relative to the best compared isomer or geometry (same formula, charge and spin), kcal/mol: 62.0

Geometry as XYZ:
```
17
C6H10O | the OMol25 dataset | the ωB97M-V functional and the def2-TZVPD basis
C 2.8733 1.0624 -1.1623
C 1.3765 1.2754 -0.7248
C 0.7870 0.2489 -0.0743
C -0.5654 0.1995 0.5780
C -1.4479 -0.7603 0.4103
C -2.8370 -0.7457 1.0755
O -1.0509 -1.8930 -0.2996
H 3.5285 0.9750 -0.3587
H 2.8445 0.2869 -1.7998
H 3.1699 2.0299 -1.5955
H 1.0403 2.1110 -1.2139
H 1.4096 -0.7625 -0.0508
H -0.5659 1.1043 1.1356
H -3.0454 0.2694 1.0549
H -2.7034 -1.0557 2.1415
H -3.4281 -1.6330 0.8581
H -1.3856 -2.7125 0.0257
```



Record 2
This record from the OMol25 dataset describes C38H46MgOP2Si as an isolated structure in a non-equilibrium geometry. The level of theory is the ωB97M-V functional and the def2-TZVPD basis.

Output
HOMO energy, eV: -7.867
Energy, hartree: -2722.96881
Frontier orbital gap, eV: 7.2835
LUMO energy, eV: -0.58

Geometry as XYZ:
```
89
C38H46MgOP2Si | the OMol25 dataset | the ωB97M-V functional and the def2-TZVPD basis
Mg 1.3427 -0.4587 0.6520
C -3.5370 1.0115 3.9520
C -3.8964 1.0486 2.6604
C -4.4673 2.2753 2.0289
C -3.3147 3.2160 1.5489
C -2.5764 3.8764 2.6954
C -3.0919 4.1958 3.8874
C -4.1853 3.5482 4.6793
C -4.0413 2.0328 4.9979
C 3.3131 0.3407 1.0682
H -3.0029 0.1380 4.3942
H -3.9300 0.1474 2.0095
H -5.0049 2.8618 2.7526
H -5.1223 1.9823 1.2034
H -2.6272 2.5413 0.9897
H -3.7268 4.0242 0.8912
H -1.6647 4.4140 2.3914
H -2.7091 5.0678 4.4075
H -5.1926 3.7565 4.2915
H -4.1532 4.0338 5.6590
H -3.3254 1.9394 5.8385
H -5.0038 1.6971 5.3974
H 3.6125 -0.4980 1.6540
H 3.3152 1.2912 1.6096
H 4.1510 0.4490 0.3455
P 0.1944 -2.4785 -1.5907
P 2.4270 0.2693 -2.3432
C -0.1970 -0.8087 -2.1087
C 0.6655 0.0711 -2.6954
C -0.2270 -3.3812 -3.2498
C -1.1343 -2.8354 -4.1824
C -1.3388 -3.4338 -5.4380
C -0.6260 -4.5862 -5.7903
C 0.2935 -5.1305 -4.8742
C 0.4928 -4.5321 -3.6322
C -1.2628 -2.6335 -0.4185
C -1.3333 -1.7502 0.6648
C -2.4024 -1.8418 1.5586
C -3.4252 -2.7832 1.4099
C -3.3473 -3.6546 0.3222
C -2.2809 -3.5997 -0.5853
C 2.8691 0.5786 -4.1536
C 2.3808 -0.3039 -5.1571
C 2.6137 -0.0446 -6.5173
C 3.3731 1.0704 -6.9008
C 3.8831 1.9327 -5.9233
C 3.6508 1.6830 -4.5599
C 2.4721 2.0130 -1.6765
C 3.6204 2.4594 -1.0067
C 3.6989 3.7549 -0.5147
C 2.6248 4.6380 -0.6732
C 1.4908 4.2116 -1.3664
C 1.4101 2.9067 -1.8739
H -1.2517 -0.5627 -2.0170
H 0.2870 0.7166 -3.4878
H -1.6822 -1.9210 -3.9454
H -2.0543 -3.0077 -6.1447
H -0.7961 -5.0618 -6.7603
H 0.8573 -6.0242 -5.1577
H 1.2268 -4.9606 -2.9427
H -0.6266 -0.9025 0.8092
H -2.4101 -1.1458 2.3828
H -4.2534 -2.8351 2.1101
H -4.1279 -4.3963 0.1615
H -2.2227 -4.2649 -1.4466
H 1.7791 -1.1862 -4.8910
H 2.2111 -0.7168 -7.2870
H 3.5818 1.2496 -7.9530
H 4.4776 2.8037 -6.2149
H 4.0567 2.3765 -3.8183
H 4.4498 1.7618 -0.8548
H 4.5934 4.0753 0.0045
H 2.6696 5.6362 -0.2436
H 0.6490 4.8879 -1.5029
H 0.5249 2.5887 -2.4251
C 0.0578 -1.4200 4.1733
Si 1.8470 -1.9730 3.7173
C 3.5506 -1.0753 4.2576
C 2.0609 -3.0540 5.4088
O 1.7354 -1.9602 2.0899
H -0.1790 -1.8639 5.1474
H -0.6768 -1.7738 3.4443
H -0.1036 -0.3430 4.2242
H 3.8689 -1.1836 5.3097
H 4.2821 -1.6212 3.6744
H 3.5883 -0.0132 3.9797
H 1.3976 -3.9038 5.6552
H 3.0958 -3.3648 5.6404
H 1.7886 -2.2841 6.1736
```



- Among the records above, which one has the lowest LUMO energy?
  C38H46MgOP2Si



What did the first record say?
This record from the OMol25 dataset describes C6H10O in the gas phase in a non-equilibrium geometry. The level of theory is the ωB97M-V functional and the def2-TZVPD basis.

Output
SMILES: C/C=C/C=C(/C)O
HOMO energy, eV: -8.181
Energy, hartree: -309.74356
Frontier orbital gap, eV: 8.9692
LUMO energy, eV: 0.79
Energy relative to the best compared isomer or geometry (same formula, charge and spin), kcal/mol: 62.0

Geometry as XYZ:
```
17
C6H10O | the OMol25 dataset | the ωB97M-V functional and the def2-TZVPD basis
C 2.8733 1.0624 -1.1623
C 1.3765 1.2754 -0.7248
C 0.7870 0.2489 -0.0743
C -0.5654 0.1995 0.5780
C -1.4479 -0.7603 0.4103
C -2.8370 -0.7457 1.0755
O -1.0509 -1.8930 -0.2996
H 3.5285 0.9750 -0.3587
H 2.8445 0.2869 -1.7998
H 3.1699 2.0299 -1.5955
H 1.0403 2.1110 -1.2139
H 1.4096 -0.7625 -0.0508
H -0.5659 1.1043 1.1356
H -3.0454 0.2694 1.0549
H -2.7034 -1.0557 2.1415
H -3.4281 -1.6330 0.8581
H -1.3856 -2.7125 0.0257
```